No. 1
67
Properties=species:S:1:pos:R:3:forces:R:3 method="wB97M-V/def2-TZVPD" charge=0 spin_multiplicity=1 relative_energy_kj_mol=347.67 homo_energy_ev=-7.35 lumo_ev=-1.5
C -5.380 2.348 -3.269 -0.9 -0.6 -0.3
C -4.107 1.717 -2.879 0.9 0.4 1.0
C -3.000 1.345 -3.600 -0.6 0.1 0.3
C -1.866 1.038 -2.797 -0.6 1.4 0.5
C -2.072 1.387 -1.382 -3.0 -1.6 -5.0
B -1.292 -1.201 -1.097 -1.6 1.7 0.0
C 0.175 -0.790 -1.349 1.1 -0.3 -2.4
C 0.791 0.371 -1.915 -0.2 -0.9 0.8
C 1.981 0.319 -2.611 0.4 0.4 -0.5
C 2.516 1.634 -3.151 0.1 0.7 -0.2
F 3.400 1.473 -4.179 -0.7 0.1 1.1
F 1.490 2.426 -3.634 1.0 -0.7 0.5
F 3.140 2.370 -2.167 -0.6 -0.7 -1.1
C 2.614 -0.880 -2.860 -0.4 0.4 -0.2
C 1.987 -2.039 -2.428 0.8 -0.7 -0.1
C 2.606 -3.356 -2.805 0.0 -0.8 0.0
F 2.301 -4.310 -1.865 0.4 0.6 -0.9
F 2.099 -3.793 -4.005 0.6 0.1 1.0
F 3.969 -3.314 -2.919 -1.4 0.0 0.0
C 0.805 -2.042 -1.716 -0.1 0.9 0.1
O -2.053 -1.166 0.071 0.7 -1.7 -1.2
C -3.052 -2.188 -0.130 -0.6 0.7 0.3
C -2.834 -2.660 -1.561 -0.7 -0.9 -0.5
O -1.926 -1.755 -2.190 0.1 -0.7 1.1
S -3.827 1.579 -1.222 0.3 0.8 -0.2
H -5.817 1.717 -4.038 -0.4 0.2 -0.3
H -6.048 2.322 -2.398 0.0 0.2 -0.4
H -5.316 3.380 -3.644 0.3 -0.3 0.2
H -3.102 1.371 -4.685 0.7 -0.4 0.2
H -1.069 0.582 -3.411 0.1 0.6 1.3
H 0.312 1.328 -1.903 -0.1 -0.2 -0.1
H 3.502 -0.896 -3.469 0.2 -0.2 0.1
H 0.264 -2.972 -1.515 0.5 0.2 -0.1
H -2.930 -2.983 0.624 0.0 0.3 -0.4
H -4.046 -1.736 -0.035 0.2 0.1 0.3
H -2.388 -3.661 -1.538 -0.1 0.0 -0.3
H -3.758 -2.671 -2.141 0.0 -0.2 0.1
O -0.512 -3.374 1.091 0.8 1.4 -0.1
C 0.002 -2.352 0.906 -1.0 -2.9 1.3
Co 0.975 -0.940 0.465 0.0 1.5 0.6
C 2.635 -1.474 0.446 1.4 1.4 0.8
O 3.763 -1.675 0.500 -1.0 -0.5 -0.3
C -1.660 1.443 -0.055 0.3 -1.0 4.9
O -2.445 1.148 0.889 1.2 1.2 -2.0
C 1.149 0.493 1.860 1.9 -2.1 -0.7
C 2.012 0.042 2.987 -0.3 0.0 0.5
C 1.741 -1.221 3.533 0.2 -0.1 0.5
C 2.527 -1.764 4.558 0.2 0.3 -0.4
C 3.634 -1.061 5.054 -0.6 1.1 0.1
C 3.825 0.267 4.611 -0.2 -0.3 -0.4
C 3.062 0.793 3.556 -0.4 0.0 -0.2
C 0.267 1.448 1.675 -1.4 1.3 0.9
C -0.338 1.977 0.343 0.9 1.1 1.4
Co -0.162 2.543 3.413 0.8 0.1 -1.0
C -1.810 2.466 3.998 -3.3 0.9 -0.9
O -2.864 2.517 4.460 1.9 -0.5 -0.4
C -0.080 4.232 4.034 0.1 3.8 0.1
O 0.086 5.365 4.262 -0.4 -3.6 -0.4
C 0.411 1.784 4.932 3.1 -3.1 3.8
O 0.757 1.240 5.903 -1.5 1.8 -2.6
H 0.876 -1.760 3.146 0.4 0.1 0.3
H 2.259 -2.729 4.979 0.1 0.1 -0.1
H 4.246 -1.453 5.872 -0.3 0.1 -0.4
H 4.539 0.930 5.097 0.1 -0.4 -0.2
H 3.223 1.811 3.162 0.1 -0.6 0.4
H -0.592 3.039 0.591 0.3 -0.5 -0.5
H 0.405 1.968 -0.453 -0.1 0.4 0.6

=====

No. 2
7
Properties=species:S:1:pos:R:3:forces:R:3 method="wB97M-V/def2-TZVPD" charge=0 spin_multiplicity=1 relative_energy_kj_mol=226.22 homo_energy_ev=-10.50 lumo_ev=-1.1
C -0.946 0.218 0.189 -2.2 1.9 -0.3
C 1.304 -0.225 -0.378 -1.8 -0.6 -0.6
O -0.716 0.096 1.331 1.1 0.2 0.6
F -1.679 -0.607 -0.485 0.0 -1.7 -1.0
F -1.079 1.371 -0.511 1.1 -0.2 0.8
F 1.472 -1.455 0.005 1.1 0.6 0.1
Cl 2.584 0.816 -0.129 0.8 -0.3 0.4

=====

No. 3
18
Properties=species:S:1:pos:R:3:forces:R:3 method="wB97M-V/def2-TZVPD" charge=0 spin_multiplicity=1 relative_energy_kj_mol=154.35 smiles="C=C.NCO.N" homo_energy_ev=-9.48 lumo_ev=0.7
C -0.305 2.624 1.298 1.2 0.9 -1.4
C -1.608 2.801 1.303 -0.8 -1.2 1.2
H 0.231 1.790 0.856 -0.6 -0.6 0.4
H 0.398 3.438 1.400 -0.1 0.4 0.5
H -2.236 1.917 1.208 -0.1 0.1 -0.5
H -2.145 3.649 1.714 0.4 0.3 -0.3
N -1.100 -0.808 -3.170 0.4 0.6 -1.2
C 0.259 -0.755 -2.708 -0.6 -1.7 0.6
O 0.791 -2.028 -2.247 -0.2 0.3 0.0
H -1.149 -1.121 -4.128 -0.2 -0.2 0.1
H -1.816 -1.252 -2.626 0.2 -0.1 0.5
H 0.915 -0.570 -3.557 -0.1 0.8 0.2
H 0.287 -0.080 -1.857 0.5 0.5 -0.2
H 0.426 -2.190 -1.372 0.1 -0.1 0.0
N 1.828 -1.776 3.252 0.2 0.0 -0.5
H 0.839 -1.964 3.236 -0.1 0.1 0.2
H 2.070 -1.052 3.907 -0.2 0.1 0.2
H 2.316 -2.622 3.492 0.1 -0.2 0.1

=====

No. 4
18
Properties=species:S:1:pos:R:3:forces:R:3 method="wB97M-V/def2-TZVPD" charge=0 spin_multiplicity=1 relative_energy_kj_mol=85.97 homo_energy_ev=-8.38 lumo_ev=0.9
C -1.219 0.647 1.289 1.2 -1.6 0.7
C -0.696 -0.357 -1.339 -0.9 0.8 4.5
C 1.371 -1.611 0.643 2.6 0.6 -1.2
C 1.713 1.508 -0.433 2.3 -2.6 -0.9
Si -2.283 -0.137 -0.067 2.7 1.9 -1.5
Si 0.632 -0.007 -0.079 -2.5 0.4 1.7
H -1.131 1.695 1.230 0.0 1.5 -0.4
H -1.326 0.485 2.442 0.1 -0.3 -2.2
H -0.701 -1.264 -1.783 0.1 -3.1 -1.4
H -0.838 0.344 -2.039 -0.2 2.8 -2.8
H 2.544 -1.706 0.538 -2.3 0.1 -0.2
H 1.235 -1.613 1.688 -0.4 0.0 1.3
H 0.881 -2.494 0.238 0.1 0.0 -0.2
H 1.218 2.389 -0.518 -2.3 2.4 -0.5
H 2.451 1.792 0.330 0.2 -0.7 -0.2
H 2.217 1.363 -1.466 -0.5 0.1 1.7
H -2.601 -1.432 0.196 -0.9 -2.7 0.9
H -3.468 0.397 -0.869 0.5 0.2 0.7

=====

No. 5
12
Properties=species:S:1:pos:R:3:forces:R:3 method="wB97M-V/def2-TZVPD" charge=0 spin_multiplicity=1 relative_energy_kj_mol=244.75 smiles="C=CO.O=CO" homo_energy_ev=-10.04 lumo_ev=0.8
C 0.371 0.757 2.131 3.1 -3.3 1.4
C -0.096 1.261 1.048 -1.6 0.6 -0.3
O 0.103 0.710 -0.146 1.0 -0.3 -1.6
H -0.237 0.885 2.958 -0.4 0.9 2.0
H 1.201 -0.057 2.227 -1.7 1.6 -0.5
H -0.927 1.933 1.165 -0.3 0.6 -0.5
H 0.466 1.284 -0.830 -0.1 0.1 -0.1
O 1.017 -0.772 -2.260 -2.6 -1.3 0.6
C 0.086 -1.520 -1.987 1.1 0.7 -0.3
O -1.212 -1.183 -1.585 2.3 -0.1 0.4
H 0.225 -2.615 -1.966 -0.1 0.2 -0.4
H -0.995 -0.684 -0.754 -0.6 0.4 -0.8

=====

No. 6
70
Properties=species:S:1:pos:R:3:forces:R:3 method="wB97M-V/def2-TZVPD" charge=-1 spin_multiplicity=1 relative_energy_kj_mol=0.00 homo_energy_ev=-4.73 lumo_ev=2.3
Rh -0.282 0.184 0.165 -0.1 0.1 0.1
O 0.957 0.150 1.776 0.0 0.0 0.0
N 1.029 1.284 2.475 0.0 0.0 0.0
C 2.228 1.549 3.029 0.0 0.0 0.0
C 2.417 2.621 3.853 0.0 0.0 0.0
C 1.326 3.464 4.096 0.0 0.0 0.0
C 0.126 3.202 3.491 0.0 0.0 0.0
C -0.053 2.100 2.625 -0.1 0.0 0.0
S -1.507 1.795 1.792 0.1 -0.1 -0.1
H 2.991 0.838 2.751 0.0 0.0 0.0
H 3.392 2.803 4.279 0.0 0.0 0.0
H 1.431 4.327 4.741 0.0 0.0 0.0
H -0.731 3.844 3.636 0.0 0.0 0.0
N -0.790 -5.605 -4.858 0.0 0.0 0.0
C -1.181 -4.349 -4.375 0.0 0.0 0.0
C -2.515 -4.099 -4.057 0.0 0.0 0.0
C -2.906 -2.858 -3.584 0.0 0.0 0.0
C -1.963 -1.852 -3.441 0.0 0.0 0.0
C -0.638 -2.079 -3.790 0.0 0.0 0.0
C -0.245 -3.322 -4.251 0.0 0.0 0.0
S -2.393 -0.286 -2.740 0.1 0.0 0.0
O -1.558 0.694 -3.378 0.0 0.0 0.0
O -3.820 -0.139 -2.827 0.0 0.0 0.0
N -1.890 -0.401 -1.195 0.0 0.0 0.0
C -2.400 -1.370 -0.391 0.0 0.0 0.0
N -1.674 -1.458 0.751 0.0 0.0 0.0
C -2.039 -2.325 1.669 0.0 0.0 0.0
C -3.128 -3.164 1.474 0.0 0.0 0.0
C -3.783 -3.032 0.260 0.0 0.0 0.0
N -3.446 -2.154 -0.674 0.0 0.0 0.0
H -1.381 -6.361 -4.550 0.0 0.0 0.0
H 0.182 -5.814 -4.685 0.0 0.0 0.0
H -3.248 -4.891 -4.170 0.0 0.0 0.0
H -3.930 -2.659 -3.305 0.0 0.0 0.0
H 0.079 -1.274 -3.692 0.0 0.0 0.0
H 0.796 -3.502 -4.500 0.0 0.0 0.0
H -1.438 -2.351 2.571 0.0 0.0 0.0
H -3.438 -3.884 2.216 0.0 0.0 0.0
H -4.631 -3.669 0.023 0.0 0.0 0.0
C 0.038 2.599 -1.559 0.0 0.0 0.1
C 0.740 1.723 -0.542 -0.1 0.0 0.0
O 1.842 2.036 -0.137 0.0 0.0 0.0
H 0.600 3.526 -1.689 0.0 0.0 0.0
H -0.979 2.811 -1.225 0.0 0.0 0.0
H -0.048 2.062 -2.500 0.0 0.0 0.0
C 4.389 -6.352 -1.689 0.0 0.0 0.0
C 3.837 -5.792 -3.007 0.0 0.0 0.0
C 4.949 -5.864 -4.054 0.0 0.0 0.0
C 2.681 -6.681 -3.487 0.0 0.0 0.0
C 3.330 -4.364 -2.788 0.0 0.0 0.0
C 3.790 -3.287 -3.540 0.0 0.0 0.0
C 3.338 -1.979 -3.329 0.0 0.0 0.0
C 2.413 -1.784 -2.335 0.0 0.0 0.0
O 1.809 -0.636 -1.930 0.0 0.0 0.0
B 0.922 -0.982 -0.878 0.0 -0.1 -0.1
O 1.024 -2.392 -0.683 0.0 0.0 0.0
C 1.934 -2.850 -1.580 0.0 0.0 0.0
C 2.371 -4.136 -1.786 0.0 0.0 0.0
H 4.756 -7.372 -1.833 0.0 0.0 0.0
H 3.626 -6.374 -0.911 0.0 0.0 0.0
H 5.215 -5.736 -1.329 0.0 0.0 0.0
H 5.278 -6.900 -4.164 0.0 0.0 0.0
H 5.814 -5.267 -3.760 0.0 0.0 0.0
H 4.607 -5.517 -5.030 0.0 0.0 0.0
H 3.014 -7.716 -3.602 0.0 0.0 0.0
H 2.322 -6.333 -4.459 0.0 0.0 0.0
H 1.845 -6.666 -2.787 0.0 0.0 0.0
H 4.526 -3.447 -4.315 0.0 0.0 0.0
H 3.703 -1.151 -3.922 0.0 0.0 0.0
H 1.971 -4.940 -1.182 0.0 0.0 0.0

=====

No. 7
53
Properties=species:S:1:pos:R:3:forces:R:3 method="wB97M-V/def2-TZVPD" charge=+2 spin_multiplicity=5 s2=6.0247 homo_energy_ev="-14.40 / -14.67" lumo_ev="-6.7 / -10.3"
C -4.397 -0.851 0.704 0.0 0.2 0.2
C -3.786 -1.384 -0.420 0.3 -0.5 -0.8
C -2.438 -1.137 -0.697 -0.7 0.1 0.8
C -1.723 -0.288 0.153 0.0 0.1 0.4
C -2.349 0.323 1.255 -0.8 -0.2 0.2
C -3.677 0.006 1.543 -0.1 0.2 0.0
C -1.764 -1.757 -1.863 -0.1 -0.4 -0.2
C -0.691 -0.926 -2.575 -0.6 -2.0 -0.6
N -1.188 0.081 -3.445 0.0 1.6 0.2
Ru 0.015 0.376 -0.542 -0.2 -1.2 0.3
C -1.593 1.358 2.031 0.5 -0.4 0.0
P -0.335 2.030 0.830 -1.5 2.8 2.8
H -4.335 -2.022 -1.127 0.0 0.3 0.5
H -4.173 0.473 2.399 0.2 -0.2 -0.3
H -5.447 -1.077 0.903 0.4 0.1 0.0
H -1.032 0.919 2.871 -0.2 0.0 -0.2
H -2.250 2.151 2.426 0.4 -0.2 -0.2
H -1.280 -2.701 -1.572 0.0 0.2 0.0
H -2.530 -2.035 -2.593 0.2 0.0 -0.2
H 0.221 -0.618 -1.984 0.6 -0.4 -1.0
C 0.909 2.806 1.906 0.6 -0.1 -0.5
C -1.315 3.383 0.070 0.5 -0.2 -0.4
H -0.221 -1.636 -3.267 0.4 0.1 0.3
C -2.242 1.001 -3.103 -1.0 0.6 -0.4
C -0.392 0.429 -4.579 0.2 -0.3 -1.1
H 1.565 -1.091 0.794 0.5 -0.4 0.8
H -2.583 1.488 -4.034 0.1 -0.3 0.4
H -3.113 0.532 -2.608 0.7 0.0 0.0
H -1.844 1.818 -2.466 -0.1 -0.5 -0.1
H -1.001 0.906 -5.353 0.0 -0.1 0.2
H 0.390 1.148 -4.295 0.0 0.0 0.2
H 0.086 -0.467 -4.989 0.0 0.2 0.1
H -1.671 4.117 0.799 0.2 -0.2 0.0
H -0.650 3.859 -0.660 -0.3 0.2 0.1
H -2.172 2.942 -0.457 0.2 0.1 0.2
H 0.483 3.569 2.581 -0.1 -0.4 -0.4
H 1.402 2.014 2.491 -0.1 0.3 -0.2
H 1.652 3.295 1.258 -0.1 -0.1 0.3
H 0.043 1.727 -1.393 0.7 0.9 -0.5
C 4.500 -0.216 2.699 -0.4 -0.1 -0.1
Si 3.446 -1.605 1.976 2.0 -0.5 0.7
C 4.322 -2.156 0.407 -0.4 0.0 -0.2
C 3.369 -3.072 3.165 -0.1 0.1 -0.1
O 1.935 -0.945 1.685 -1.2 0.5 -1.1
H 5.449 -0.591 3.107 -0.3 0.0 -0.1
H 3.963 0.299 3.508 0.2 0.0 -0.1
H 4.742 0.510 1.908 -0.1 -0.1 0.3
H 5.289 -2.593 0.706 -0.3 0.1 -0.1
H 3.774 -2.929 -0.155 0.2 0.2 0.1
H 4.531 -1.301 -0.254 0.0 -0.3 0.1
H 2.819 -2.829 4.087 0.1 -0.1 -0.3
H 2.900 -3.956 2.705 0.1 0.3 0.1
H 4.391 -3.377 3.466 -0.4 0.3 -0.2

=====

No. 8
11
Properties=species:S:1:pos:R:3:forces:R:3 method="wB97M-V/def2-TZVPD" charge=0 spin_multiplicity=2 s2=0.7600 relative_energy_kj_mol=0.00 homo_energy_ev="-3.62 / -5.93" lumo_ev="-1.4 / -1.6"
C 0.943 1.641 -0.373 0.1 0.1 -0.2
C 0.267 0.953 0.744 0.3 0.3 -0.3
O -1.062 0.350 0.328 -0.4 0.8 0.9
C -1.256 -0.955 0.264 0.3 -1.3 -0.9
O -0.233 -1.638 -0.071 0.3 -0.2 -0.2
O 1.541 0.959 -1.324 -0.2 -0.3 0.2
H 0.704 2.702 -0.554 0.1 -0.3 0.1
H -0.031 1.652 1.532 0.1 -0.1 -0.2
H 0.900 0.156 1.163 -0.4 0.1 -0.1
Li 1.140 -0.807 -1.299 -0.5 0.3 0.6
Cs -2.914 -5.015 -0.411 0.3 0.7 0.1